Below is a 16-piece molecular cluster, C54H151N11O16 overall in a non-equilibrium geometry, with properties calculated with ωB97M-V/def2-TZVPD.

CARTESIAN COORDINATES (ANGSTROEM)
1 O -4.207 2.868 -3.781
2 O -2.030 -1.556 -2.519
3 O -3.306 7.990 1.220
4 O 4.807 0.802 3.239
5 O 3.698 3.044 -7.515
6 O 1.601 -4.020 -0.647
7 O 4.074 5.575 -1.263
8 O -4.495 3.300 1.222
9 O -3.700 -5.464 -3.743
10 O -0.155 -9.360 -1.601
11 O -1.182 -0.063 5.881
12 O 4.081 -3.545 1.522
13 O 1.562 -0.714 -6.140
14 O -2.999 -1.837 5.411
15 O 4.168 3.429 6.368
16 O -1.126 -1.643 0.127
17 N 0.230 6.769 1.554
18 N -5.179 -3.248 -5.273
19 N 0.185 -6.599 0.836
20 N 2.998 6.559 2.205
21 N 2.737 5.063 -5.534
22 N 2.648 -1.557 4.272
23 N -3.303 -0.094 7.767
24 N -4.881 -0.350 1.775
25 N 2.893 -1.105 -3.765
26 N 3.532 3.673 3.617
27 N -5.284 -2.980 -2.423
28 C -2.220 3.576 -2.681
29 C -0.663 -10.731 -1.531
30 C 3.018 -3.889 4.694
31 C 0.316 0.299 -0.376
32 C 4.910 -2.039 -4.827
33 C -3.058 -2.345 -2.885
34 C 4.579 1.886 1.098
35 C 1.257 3.686 3.812
36 C 1.124 3.377 -4.918
37 C 3.802 6.544 0.986
38 C -5.099 -4.576 -5.731
39 C 3.026 -3.008 2.331
40 C 1.274 -4.905 -2.860
41 C 3.360 5.499 -0.079
42 C -3.663 2.943 -2.553
43 C -3.468 0.898 3.208
44 C -4.400 1.936 0.879
45 C 2.469 3.659 -5.586
46 C -2.481 -6.085 -3.322
47 C -0.178 0.127 4.884
48 C -3.773 -5.208 -5.153
49 C -0.389 -8.647 -0.385
50 C 5.210 6.389 1.499
51 C 3.372 -2.738 3.812
52 C 2.552 3.927 4.619
53 C -5.220 -4.547 -7.242
54 C 2.054 -7.864 -0.184
55 C 2.729 -1.495 -6.168
56 C 4.355 -4.876 1.720
57 C -1.572 5.344 2.113
58 C -4.118 -2.439 -1.751
59 C 3.461 4.986 -2.353
60 C -3.067 -4.152 4.457
61 C -2.039 7.916 1.841
62 C -1.319 0.999 6.848
63 C -4.399 8.031 2.132
64 C -2.635 -2.671 4.296
65 C 2.342 3.071 -7.019
66 C 3.757 2.325 -8.724
67 C -2.944 2.351 8.328
68 C -1.221 6.606 1.336
69 C -1.083 -1.257 -3.527
70 C -5.852 3.779 1.310
71 C 4.920 0.609 1.870
72 C 3.653 -1.069 -4.985
73 C -3.665 -3.443 -0.693
74 C 0.543 -7.476 -0.248
75 C 0.649 -1.110 -7.199
76 C 2.210 -4.194 -1.879
77 C -4.606 0.985 2.125
78 C -2.822 1.205 7.288
79 C -0.400 -0.587 0.655
80 C 4.187 4.116 7.598
81 C 2.847 3.009 5.953
82 H -1.355 -1.486 -0.792
83 H -2.182 2.254 9.102
84 H 1.267 2.723 3.302
85 H 3.948 -0.032 -5.142
86 H -5.041 -3.959 -2.367
87 H 1.019 -0.703 -8.140
88 H 2.483 -2.022 -3.658
89 H -1.250 6.366 0.273
90 H -1.156 -0.044 1.223
91 H 3.300 3.194 -5.055
92 H -0.651 -6.056 0.677
93 H -1.585 -5.501 -3.532
94 H -3.265 -2.900 0.163
95 H 4.377 -0.243 1.461
96 H -3.779 -6.119 -5.752
97 H -5.398 -0.809 2.511
98 H 1.676 -4.798 -3.868
99 H 3.195 5.704 2.705
100 H 2.494 -8.271 -1.094
101 H 2.193 -8.645 0.564
102 H 4.479 3.630 3.965
103 H 2.094 3.393 6.640
104 H -3.947 2.556 8.701
105 H -3.129 -4.735 3.538
106 H 0.502 7.505 0.919
107 H -1.493 8.811 1.544
108 H -1.475 -8.549 -0.410
109 H -2.985 -4.575 -5.563
110 H -5.967 -5.134 -5.379
111 H 3.429 3.796 8.313
112 H 1.175 4.531 3.129
113 H -1.951 3.749 -1.638
114 H 2.007 6.706 2.079
115 H 3.132 5.294 -4.634
116 H -2.529 -6.422 -2.286
117 H -4.107 -4.150 4.783
118 H -2.645 -3.307 -3.188
119 H -3.388 1.710 0.542
120 H -1.653 2.716 -3.037
121 H 4.672 1.901 0.012
122 H -6.154 -2.961 -1.910
123 H 4.895 -5.182 0.823
124 H -1.621 -0.866 -4.391
125 H 2.168 -3.372 -0.223
126 H -3.164 -2.192 3.472
127 H -0.679 0.717 7.684
128 H 3.717 1.237 -8.663
129 H -2.404 -1.090 5.509
130 H 2.975 2.708 -9.381
131 H 3.309 -3.621 5.709
132 H 4.379 -2.325 3.863
133 H -3.583 0.134 3.977
134 H 2.380 -3.212 -2.322
135 H -0.395 0.833 -1.006
136 H -4.863 -3.220 -4.315
137 H -3.446 1.427 6.422
138 H -2.636 5.134 2.008
139 H -4.401 9.049 2.523
140 H 5.074 -4.821 2.537
141 H -4.562 -3.965 -7.886
142 H 2.836 1.919 5.935
143 H 1.002 2.309 -4.735
144 H -4.453 -4.069 -0.272
145 H -5.329 -5.563 -7.623
146 H 3.600 -5.662 1.692
147 H 5.572 5.418 1.837
148 H 5.583 -1.941 -5.678
149 H 2.328 5.794 -0.268
150 H 0.962 -5.970 0.977
151 H -0.366 -0.506 -3.194
152 H 1.298 -5.986 -2.715
153 H 1.074 -0.150 -1.018
154 H 0.393 7.158 2.472
155 H 1.117 3.812 -3.919
156 H 3.682 -4.717 4.448
157 H -2.422 -4.754 5.097
158 H 0.281 -4.456 -2.827
159 H 0.587 1.253 0.075
160 H -0.326 -0.664 -7.000
161 H 3.555 2.231 1.240
162 H 0.376 -0.987 1.307
163 H -3.505 -1.756 -3.687
164 H 0.254 3.798 -5.422
165 H 2.607 5.546 -2.735
166 H -6.153 -2.986 -5.215
167 H -6.529 3.511 0.499
168 H -4.351 -1.461 -1.330
169 H -5.850 4.850 1.511
170 H 3.264 2.706 3.500
171 H 2.148 -0.455 -3.970
172 H -0.337 1.126 4.480
173 H 3.611 7.550 0.613
174 H -0.838 1.924 6.529
175 H 3.346 -1.361 -7.056
176 H -5.480 1.312 2.689
177 H -2.038 4.537 -3.161
178 H -6.236 -4.208 -7.443
179 H 5.450 7.145 2.246
180 H 4.699 2.510 -9.240
181 H -5.332 8.063 1.570
182 H 3.092 -0.774 3.815
183 H 0.423 3.623 4.511
184 H 5.903 0.204 1.632
185 H 0.486 -2.185 -7.264
186 H 2.517 4.979 4.901
187 H 4.599 -3.081 -4.896
188 H -1.616 -2.412 4.010
189 H -2.445 -6.959 -3.972
190 H -4.109 -0.970 1.974
191 H -4.306 0.010 7.719
192 H -3.559 3.282 -4.357
193 H -2.544 0.713 2.662
194 H 2.589 -6.917 -0.117
195 H 5.157 3.898 8.044
196 H 1.982 -4.210 4.580
197 H -0.534 -2.152 -3.820
198 H -0.980 4.463 1.867
199 H 0.818 0.157 5.325
200 H 3.424 5.224 -6.257
201 H -6.215 3.328 2.233
202 H 5.838 6.536 0.621
203 H 3.210 -4.623 -1.812
204 H -2.024 8.057 2.922
205 H 2.139 -3.599 2.103
206 H 5.452 -1.903 -3.891
207 H -2.699 3.287 7.826
208 H -3.250 1.780 3.812
209 H -4.645 7.269 2.871
210 H -4.204 3.542 -1.821
211 H -2.793 -4.055 -0.921
212 H -3.154 -0.867 7.133
213 H -1.746 -10.810 -1.438
214 H -0.236 -0.764 4.259
215 H -0.106 -9.302 0.439
216 H 5.579 1.340 3.426
217 H 0.494 -6.903 -1.173
218 H 2.935 -1.403 5.228
219 H 2.885 -2.068 1.796
220 H 4.060 4.966 -3.263
221 H -5.044 1.799 0.010
222 H -3.613 1.906 -2.222
223 H -0.291 -11.310 -2.376
224 H 2.411 -2.530 -6.046
225 H 1.968 2.048 -7.041
226 H -0.308 -11.216 -0.621
227 H 1.720 3.742 -7.611
228 H -1.421 5.438 3.188
229 H 3.392 4.489 0.328
230 H 3.027 4.034 -2.046
231 H 3.990 5.176 7.439
232 H 5.176 2.747 1.398

M: 1210.863 g mol⁻¹
net charge: 0
max |F|: 4.4 eV/A
E_tot: -107583.172 eV
relative energy (zero: lowest compared OMol25 entry of this formula, charge and spin): 5.061 eV
HOMO energy: -0.3089 Eh
frontier orbital gap: 8.90 eV
E_LUMO: 0.496 eV


Below is a 19-piece molecular cluster, C54H154N8O30 overall in a non-equilibrium geometry, with properties calculated with ωB97M-V/def2-TZVPD.

CARTESIAN COORDINATES (ANGSTROEM)
1 O 2.293 0.392 3.603
2 O -2.253 5.663 3.614
3 O 0.148 -4.633 2.694
4 O 3.618 -3.351 -4.639
5 O 5.720 -5.924 1.373
6 O 5.536 3.094 -0.154
7 O -0.025 4.600 -3.768
8 O 8.346 -1.335 -1.395
9 O -6.688 3.265 -2.737
10 O 7.051 -3.443 2.859
11 O -2.044 -0.066 -7.318
12 O -4.375 5.306 -3.185
13 O -6.049 -0.738 2.726
14 O -1.227 0.980 -3.895
15 O 0.040 -3.398 -3.698
16 O -5.271 1.961 3.910
17 O -8.441 0.604 -2.037
18 O 5.077 0.769 1.603
19 O -0.745 0.383 -0.452
20 O -5.238 6.612 3.883
21 O -8.547 0.928 3.075
22 O -2.940 1.623 -1.845
23 O 3.303 2.971 -5.133
24 O -2.799 -5.247 0.625
25 O -3.931 -1.890 -8.975
26 O -7.067 3.067 1.710
27 O -0.678 1.082 8.031
28 O -5.674 1.626 -0.787
29 O 4.421 -1.367 3.294
30 O -3.092 -3.279 -2.932
31 N 2.029 4.418 -1.757
32 N -1.401 -4.371 5.038
33 N 4.977 3.624 -2.625
34 N 7.913 1.984 0.365
35 N -5.144 -3.402 1.767
36 N 0.240 2.382 5.402
37 N 5.609 -4.653 -3.350
38 N 0.759 -1.052 -2.403
39 C -4.974 2.767 2.872
40 C 6.405 -4.734 0.861
41 C -5.011 4.862 -1.943
42 C 3.049 -1.804 3.327
43 C 5.057 2.419 -3.334
44 C -2.525 1.117 -4.202
45 C 4.680 2.681 -4.818
46 C 0.658 4.717 0.106
47 C -7.233 -1.116 3.474
48 C -4.017 7.385 3.608
49 C -0.779 -4.230 -2.852
50 C 8.544 -1.026 -2.790
51 C 2.447 -0.839 4.351
52 C -1.871 -3.427 -2.179
53 C 8.499 1.039 -0.502
54 C 7.749 -0.236 -0.642
55 C -3.765 -3.598 2.200
56 C 6.061 -3.600 1.819
57 C -7.911 0.368 -0.737
58 C 9.815 0.644 0.195
59 C -0.671 5.250 -4.842
60 C -3.814 -5.703 -0.291
61 C 4.759 2.141 1.936
62 C -3.149 2.042 -3.138
63 C 0.951 -1.448 -1.011
64 C -3.496 -2.956 3.511
65 C -6.392 0.317 -0.663
66 C 4.371 -5.363 -3.578
67 C -6.109 3.714 2.562
68 C -1.812 1.853 4.389
69 C -8.042 0.009 4.085
70 C -2.950 6.593 2.838
71 C 0.605 4.300 -1.371
72 C 4.142 -6.415 -2.511
73 C -1.067 1.920 5.708
74 C -2.348 -1.389 -7.155
75 C -6.488 4.482 -2.012
76 C 4.448 3.047 0.788
77 C 3.258 -4.272 -3.568
78 C -0.274 5.166 -2.430
79 C 3.063 3.292 -6.455
80 C 0.337 -4.042 6.469
81 C 0.997 -5.021 1.624
82 C -0.891 0.727 6.673
83 C -1.388 0.972 0.660
84 C 0.016 -4.014 5.066
85 C 0.699 -4.877 3.983
86 C 2.421 -1.678 -0.872
87 C 0.534 -0.241 -0.071
88 C -3.815 -1.647 -7.586
89 C 4.339 1.260 -2.743
90 C 2.749 -2.320 -4.967
91 C -3.171 -4.981 1.971
92 C -0.681 0.087 9.043
93 H -1.331 -4.979 -3.420
94 H 2.061 3.718 -6.488
95 H -2.507 1.589 -5.184
96 H 2.929 -2.842 3.638
97 H 5.166 -3.802 2.408
98 H 1.404 0.398 -0.219
99 H -2.231 7.210 2.300
100 H 1.757 -4.620 3.927
101 H 5.619 2.325 2.580
102 H 0.954 3.850 0.697
103 H 2.239 5.405 -1.718
104 H -3.473 6.177 1.977
105 H 7.413 -0.681 0.295
106 H 0.618 2.695 6.284
107 H -3.729 -5.747 2.510
108 H -0.890 0.945 -4.793
109 H 1.808 -2.864 -5.058
110 H 1.802 1.045 4.106
111 H -2.847 -2.807 -3.731
112 H 8.251 -0.046 -3.165
113 H -2.261 -1.714 -6.118
114 H -1.631 -2.409 -1.873
115 H 4.609 1.097 -1.699
116 H 0.938 -6.109 1.655
117 H -2.851 1.585 4.582
118 H -8.919 -0.420 4.569
119 H -4.162 2.365 -3.376
120 H -3.546 7.695 4.541
121 H -0.764 0.446 10.069
122 H -7.046 4.545 -1.077
123 H 4.366 -0.533 2.822
124 H -4.103 -1.016 -9.333
125 H -1.623 0.196 -8.140
126 H 3.591 4.062 -7.018
127 H -0.068 6.235 -2.385
128 H -4.074 3.334 3.112
129 H 6.761 -0.048 -1.062
130 H 0.176 -0.528 8.769
131 H 3.582 2.729 0.206
132 H -0.138 0.141 6.145
133 H 7.439 -5.064 0.762
134 H -2.075 -4.029 -1.294
135 H 0.483 -4.766 0.698
136 H 2.378 -4.808 -3.925
137 H 4.337 -5.596 -4.642
138 H -6.683 4.008 3.441
139 H -7.751 1.388 2.799
140 H 0.493 -5.918 4.233
141 H -0.259 -3.326 7.035
142 H -4.537 -4.895 -0.177
143 H -1.518 -0.605 8.959
144 H 6.210 -6.718 1.145
145 H 0.230 -5.012 6.954
146 H -1.779 0.096 6.616
147 H -4.344 8.249 3.030
148 H 0.239 3.273 -1.383
149 H -4.744 1.565 -1.015
150 H -1.284 0.183 1.405
151 H 8.670 1.401 -1.516
152 H -1.721 2.722 3.737
153 H -1.558 -2.021 -7.562
154 H 7.021 2.399 0.139
155 H 5.144 3.623 -5.110
156 H 0.543 -2.764 -3.183
157 H -4.161 -2.564 -7.108
158 H -7.927 -1.786 2.967
159 H 2.633 -2.170 0.077
160 H 3.870 2.070 2.562
161 H -4.554 4.690 -3.900
162 H 4.617 0.273 -3.113
163 H -1.376 0.966 3.931
164 H -5.068 -3.358 0.761
165 H 3.087 -0.822 -0.980
166 H 3.002 2.420 -7.106
167 H 2.059 4.199 -2.742
168 H 8.598 2.700 0.562
169 H 6.095 2.089 -3.353
170 H -1.422 -5.329 4.719
171 H 2.492 -1.839 2.390
172 H -0.831 1.860 0.960
173 H 1.402 -0.299 -2.604
174 H 3.702 -7.364 -2.815
175 H -5.799 4.632 2.062
176 H -7.763 3.698 1.512
177 H -1.759 5.310 -4.877
178 H -3.059 -2.984 1.641
179 H -0.356 6.279 -5.017
180 H -4.787 2.191 1.966
181 H 1.418 -3.916 6.534
182 H 1.434 5.439 0.361
183 H 10.238 -0.252 -0.259
184 H -4.544 -0.890 -7.298
185 H -0.203 -4.757 -2.091
186 H 9.561 -1.042 -3.180
187 H -6.934 -1.710 4.338
188 H -5.936 -0.303 -1.435
189 H -0.193 -0.746 -2.545
190 H 4.009 3.895 -2.522
191 H 1.463 -1.148 4.704
192 H -2.462 -2.635 3.390
193 H 4.863 1.806 -5.441
194 H -8.347 1.070 -0.025
195 H -7.436 0.549 4.813
196 H -7.927 1.371 -2.299
197 H -6.148 -0.208 0.261
198 H 5.077 -6.873 -2.187
199 H 5.820 0.717 0.996
200 H 5.072 3.118 -0.994
201 H -5.855 -1.467 2.131
202 H -1.667 2.666 6.229
203 H 2.023 -4.658 1.560
204 H 7.985 -1.808 -3.304
205 H -3.972 -1.986 3.655
206 H 4.388 4.078 1.135
207 H 0.147 -2.978 4.754
208 H 6.078 -4.424 -0.132
209 H -0.304 5.090 0.459
210 H 3.608 -6.171 -1.592
211 H 0.608 -0.630 0.945
212 H -1.318 4.982 -2.177
213 H 10.535 1.460 0.260
214 H 9.693 0.556 1.275
215 H -4.142 -6.703 -0.008
216 H -8.133 -0.684 -0.561
217 H 2.799 -2.389 -1.606
218 H -4.367 4.003 -1.754
219 H 3.042 -1.863 -5.912
220 H -5.693 1.172 3.561
221 H -2.477 2.894 -3.233
222 H 5.818 -2.705 1.247
223 H -1.705 -3.915 4.189
224 H -2.469 0.888 0.542
225 H 6.461 -5.187 -3.256
226 H -2.151 -5.010 2.355
227 H -3.578 -3.583 4.399
228 H -5.603 -4.297 1.859
229 H 5.338 4.448 -3.084
230 H -0.523 4.542 -5.658
231 H 2.977 -3.980 -2.557
232 H 2.737 -1.503 -4.246
233 H -2.107 1.151 -1.780
234 H -6.381 2.550 -2.174
235 H -1.334 5.939 3.583
236 H 3.253 1.328 -2.687
237 H -3.532 -5.586 -1.337
238 H 0.184 3.074 4.668
239 H 3.033 -0.836 5.270
240 H 5.820 -3.823 -3.886
241 H -4.992 5.897 4.476
242 H -5.037 5.556 -1.102
243 H 0.445 -2.377 -0.748
244 H -6.897 5.354 -2.523
245 H -3.070 0.174 -4.226
246 H 6.579 -2.977 3.553

M: 1395.852 g mol⁻¹
net charge: 0
max |F|: 3.9 eV/A
E_tot: -131823.397 eV
relative energy (zero: lowest compared OMol25 entry of this formula, charge and spin): 7.595 eV
HOMO energy: -0.3134 Eh
frontier orbital gap: 8.60 eV
E_LUMO: 0.076 eV


Question: What is the net charge in the first record?
Answer: 0